Record 1
This record from OMol25 describes a cluster of 5 separate species, C27H52Cl9F2N4O6P in total. The level of theory is ωB97M-V/def2-TZVPD.

Computed properties:
Max |F| in eV/A: 7.9
Orbital gap in eV: 9.4163

XYZ file:
```
101
C27H52Cl9F2N4O6P ωB97M-V/def2-TZVPD
H 0.37122 -1.82644 -4.59079
N -0.22512 -2.34013 -3.95422
C -0.99004 -1.54444 -3.29595
C -1.96797 -2.10016 -2.34515
C -2.32255 -1.27051 -1.11501
N -2.66844 0.13145 -1.29962
N -1.57555 1.01430 -1.50267
C -3.82727 0.33488 -2.14676
P -5.29123 0.85257 -1.20101
O -6.47482 0.05214 -1.56151
O -5.41798 2.40489 -1.38990
O -4.90256 0.74991 0.32924
C -1.30328 -1.45953 0.02205
F -1.62567 -0.57585 1.01026
C -1.43634 -2.85741 0.61144
C -1.79905 -2.94678 2.07109
C -2.34926 -4.31423 2.36225
Cl -0.41145 -2.69308 3.14544
O -0.08820 -1.12034 -0.55550
C 1.16353 -1.06469 0.05941
C 1.87107 0.02496 -0.70706
C 2.23213 -0.33968 -2.13504
C 1.77366 0.71291 -3.12666
C 2.61097 1.96275 -3.12072
C 1.98685 3.09484 -3.89913
C 0.80326 3.74099 -3.21234
C 1.21084 4.72180 -2.12845
C 0.62667 4.41140 -0.75769
C 0.67001 5.63521 0.09607
O 0.12201 5.43421 1.36995
C -1.20534 5.85850 1.54617
C 1.87339 -2.39643 0.05228
C 3.31270 -2.35987 0.49714
C 4.31887 -2.65748 -0.57995
F 3.45585 -3.35492 1.46595
O 1.07711 -0.73151 1.46611
C 0.81749 0.51403 1.77257
N 0.58447 1.68292 2.10594
H -0.94745 -0.48193 -3.44911
H -2.87510 -2.32134 -2.87756
H -1.57935 -3.05269 -2.04328
H -3.22666 -1.70678 -0.72471
H -1.55437 1.37621 -2.44645
H -1.66249 1.79655 -0.87492
H -4.17262 -0.56162 -2.62627
H -3.63902 1.09077 -2.88590
H -5.90019 2.78462 -0.65598
H -4.59684 -0.14259 0.48468
H -2.24743 -3.35025 0.11842
H -0.56957 -3.45291 0.40034
H -2.57072 -2.22652 2.29043
H -1.62587 -5.07434 2.13915
H -2.69549 -4.38764 3.37483
H -3.19982 -4.48564 1.72696
H 2.72921 0.36423 -0.15448
H 1.19942 0.85886 -0.77052
H 3.29804 -0.42184 -2.24754
H 1.74523 -1.24838 -2.42088
H 0.73970 0.92956 -2.91640
H 1.81328 0.26843 -4.10650
H 2.79248 2.27012 -2.10189
H 3.55251 1.70529 -3.56895
H 2.73806 3.85571 -4.04038
H 1.71597 2.73283 -4.87712
H 0.17008 2.97126 -2.79990
H 0.22904 4.26019 -3.95862
H 0.87043 5.70515 -2.40529
H 2.27879 4.72703 -2.02847
H 1.20090 3.62392 -0.30472
H -0.39327 4.09110 -0.88055
H 1.69670 5.92996 0.23399
H 0.16884 6.44045 -0.42551
H -1.71915 5.95472 0.60532
H -1.71857 5.12018 2.13666
H -1.23064 6.79834 2.06916
H 1.76268 -2.85344 -0.90874
H 1.38820 -3.00709 0.79194
H 3.53888 -1.44440 1.00954
H 3.83421 -3.05139 -1.45467
H 5.02397 -3.38111 -0.22629
H 4.82964 -1.76945 -0.88558
Cl -4.12118 -0.76687 4.04573
C -5.46276 -0.70448 2.89064
Cl -5.58539 -2.16274 1.89858
H -6.38350 -0.58142 3.44410
H -5.29991 0.13905 2.23469
Cl -1.27214 -0.74373 8.08370
C -2.60917 -0.04167 7.16712
Cl -2.54174 1.72204 7.14655
H -2.56292 -0.39702 6.14704
H -3.53493 -0.34491 7.63724
Cl 3.06962 -2.97504 4.15975
C 2.57885 -2.75204 5.83571
Cl 3.75895 -3.40094 6.98838
H 2.46738 -1.69365 6.02462
H 1.64003 -3.26563 5.98794
Cl 8.09245 -1.85252 -0.77882
C 8.04117 -3.02585 -2.09936
Cl 6.55428 -2.91229 -3.05239
H 8.87935 -2.83511 -2.75537
H 8.09993 -4.02050 -1.67833
```


Record 2
This record from OMol25 describes a structure of composition C27H52MnP2Si. The level of theory is ωB97M-V/def2-TZVPD.

Computed properties:
Multiplicity: 5
Max |F| in eV/A: 3.9
Orbital gap (alpha / beta) in eV: 5.1491 / 8.1009
Relative energy (zero: lowest compared OMol25 entry of this formula, charge and spin) in eV: 0.0000
Total charge: +1

XYZ file:
```
83
C27H52MnP2Si ωB97M-V/def2-TZVPD
Mn 0.73433 0.87858 -0.12866
C 1.94208 1.45352 -1.94682
C 0.78871 2.31953 -1.76375
C 2.36532 2.80190 -0.11465
C 2.92270 1.80664 -0.95623
C 1.02862 3.07669 -0.55358
C 2.25798 0.67302 -3.17301
H 1.35349 0.37415 -3.71705
H 2.83405 -0.23308 -2.93670
H 2.87008 1.27669 -3.86441
C 4.34321 1.39562 -0.97477
H 4.52829 0.60684 -1.71260
H 4.66713 1.02538 0.00470
H 5.00579 2.23847 -1.22876
C 3.11444 3.59048 0.89153
H 3.82878 4.27411 0.40675
H 3.68993 2.95440 1.56914
H 2.43524 4.20669 1.49458
C 0.20851 4.22696 -0.07586
H 0.57240 5.17229 -0.51090
H 0.26433 4.32987 1.01613
H -0.84524 4.11945 -0.36246
C -0.21577 2.67049 -2.80659
H 0.14896 3.49007 -3.45181
H -1.15001 3.02140 -2.35146
H -0.43815 1.82970 -3.47091
C -2.66147 -3.44165 -0.47845
C -2.85015 -3.08645 -1.76439
C -4.18568 -2.75374 -2.36448
C -5.14685 -1.97215 -1.42698
C -4.48580 -0.96253 -0.53842
C -4.13005 -1.18638 0.73957
C -4.16386 -2.53988 1.39313
C -3.77032 -3.73486 0.47950
H -4.67792 -3.68343 -2.68637
H -5.77110 -2.67183 -0.85302
H -4.04868 -2.15312 -3.28090
H -4.65903 -4.13254 -0.03345
H -1.67470 -3.73955 -0.12615
H -2.06730 -3.30257 -2.49842
H -3.41923 -4.54434 1.13315
H -3.49853 -2.56168 2.27081
H -3.97645 -0.35730 1.43977
H -5.18344 -2.70547 1.76947
H -5.83348 -1.41347 -2.07463
H -4.46981 0.04257 -0.97964
P 0.13506 -1.14803 -0.77974
C 0.86630 -2.76070 -0.55470
C -0.63375 -0.98293 -2.41510
P -1.25713 0.96249 0.86517
C -1.26379 -0.85513 0.41464
C -2.60588 1.77592 -0.02238
C -1.59539 1.18450 2.62235
H 1.69050 -2.70670 0.16561
H 1.27042 -3.09790 -1.51700
H 0.11704 -3.46737 -0.19644
H -1.61450 -1.45966 -2.44077
H 0.02378 -1.45317 -3.15302
H -0.76734 0.07117 -2.67438
H -2.45151 0.56838 2.92015
H -1.81858 2.24909 2.79067
H -0.71772 0.92484 3.22409
H -1.22044 -1.51135 1.29904
H -2.16078 -1.10224 -0.15425
H -2.69888 2.80062 0.36582
H -3.53873 1.23234 0.14777
H -2.40191 1.82575 -1.10013
C 4.60365 0.99976 2.71961
Si 3.24161 -0.25866 2.34472
C 3.90324 -1.52646 1.14438
C 2.93432 -1.10864 4.01116
C 1.56289 0.45085 1.74236
H 5.34581 0.51784 3.37495
H 4.21282 1.86546 3.27146
H 5.15589 1.37428 1.84915
H 4.96731 -1.70774 1.34750
H 3.37732 -2.48185 1.25494
H 3.80654 -1.19242 0.10610
H 2.62389 -0.38731 4.77945
H 2.15448 -1.87735 3.93742
H 3.85605 -1.59399 4.36121
H 1.47809 1.40964 2.29512
H 0.83796 -0.21281 2.25114
```


Record 3
This record from OMol25 describes a cluster of 9 separate species, C27H52O27 in total. The level of theory is ωB97M-V/def2-TZVPD.

Computed properties:
Max |F| in eV/A: 6.7
Orbital gap in eV: 10.9033
Relative energy (zero: lowest compared OMol25 entry of this formula, charge and spin) in eV: 1.8137

XYZ file:
```
106
C27H52O27 ωB97M-V/def2-TZVPD
C -4.21447 -3.31773 0.46930
O -4.16652 -2.48540 1.61999
C -4.09692 -3.03312 2.83820
O -3.99981 -4.18589 3.07351
O -4.13635 -2.05777 3.73039
C -3.84271 -2.43163 5.07976
H -3.46452 -4.10972 0.47937
H -4.04176 -2.66017 -0.37548
H -5.19520 -3.78354 0.36763
H -4.59093 -3.14220 5.41864
H -3.82082 -1.50401 5.63383
H -2.85194 -2.87026 5.15240
C -6.50226 -2.92413 -2.63632
O -5.24272 -2.32491 -2.70544
C -5.08240 -1.50296 -3.71782
O -5.84470 -1.31359 -4.56568
O -3.86446 -1.00386 -3.61723
C -3.53508 -0.03482 -4.51859
H -7.27956 -2.29904 -3.07580
H -6.77133 -3.14547 -1.60476
H -6.58655 -3.87742 -3.17940
H -2.45037 0.06195 -4.55420
H -3.97858 0.90802 -4.21143
H -3.82489 -0.28752 -5.53888
C -1.17742 3.91083 -1.56615
O -0.92509 4.94603 -2.52366
C -2.01154 5.58782 -3.00608
O -3.12255 5.43717 -2.65311
O -1.70168 6.40909 -3.95413
C -0.34179 6.60650 -4.39778
H -2.05943 4.09954 -0.96059
H -0.34211 3.82390 -0.88046
H -1.30459 2.99310 -2.14260
H 0.07132 7.46264 -3.86550
H -0.41031 6.82898 -5.45640
H 0.26836 5.72317 -4.23736
C 0.96262 -2.84761 -3.26004
O -0.20208 -3.01351 -4.04775
C -1.11904 -3.76482 -3.49209
O -1.11196 -4.19684 -2.37959
O -2.06643 -3.91735 -4.35545
C -3.14235 -4.71723 -3.93149
H 1.73994 -2.37781 -3.87136
H 1.36825 -3.78063 -2.89003
H 0.80691 -2.13924 -2.43981
H -3.86026 -4.69456 -4.73551
H -3.53673 -4.41284 -2.96414
H -2.82463 -5.75720 -3.78440
C 6.53561 6.79780 1.56714
O 5.17601 6.42910 1.27847
C 4.89045 5.14154 1.23936
O 5.65078 4.25074 1.12941
O 3.62063 5.03239 1.33469
C 3.11472 3.71342 1.14715
H 6.53457 7.29370 2.53874
H 6.89344 7.47379 0.79594
H 7.20958 5.94365 1.60047
H 2.03820 3.79916 1.12510
H 3.44638 3.07699 1.97064
H 3.46336 3.24083 0.22734
C 0.01849 -1.66223 6.51999
O 0.82396 -0.92036 5.62140
C 0.25585 0.12046 5.08266
O -0.84886 0.47919 5.27904
O 1.16692 0.68634 4.32129
C 0.99159 1.97125 3.73812
H 0.69005 -2.34576 7.04543
H -0.71604 -2.28591 6.00455
H -0.48026 -1.06736 7.28778
H 0.11578 2.09599 3.10171
H 1.85171 2.13505 3.10003
H 0.99561 2.75347 4.50139
C 3.29678 -1.05894 1.63801
O 2.07385 -1.33850 2.23147
C 1.66737 -2.61442 2.29409
O 2.24226 -3.54191 1.90254
O 0.53750 -2.64671 2.96095
C -0.15073 -3.93012 2.96344
H 4.16831 -1.36347 2.21768
H 3.27599 0.03089 1.63459
H 3.50092 -1.39262 0.62157
H -1.10698 -3.76672 3.46650
H 0.42592 -4.66387 3.51972
H -0.38792 -4.25416 1.95781
C 7.61070 -0.12959 -1.25756
O 6.30917 -0.68588 -1.43491
C 5.32133 0.12348 -1.12670
O 5.39626 1.17716 -0.69697
O 4.22071 -0.38145 -1.64143
C 3.13216 0.49953 -1.76214
H 7.70471 0.81773 -1.78330
H 8.32106 -0.81684 -1.72188
H 7.88708 -0.06640 -0.20717
H 2.43410 -0.03668 -2.41281
H 3.29218 1.46374 -2.23371
H 2.58966 0.57245 -0.82135
O 0.72502 1.73345 0.28383
C -0.06337 0.88317 0.24425
O -0.07683 -0.05572 -0.70971
C -1.33938 -0.71444 -0.68876
C -1.92597 -0.31338 0.64549
O -1.16131 0.84143 0.99966
H -1.93235 -0.35984 -1.54026
H -1.28630 -1.79251 -0.84756
H -1.71592 -1.09469 1.37888
H -2.99708 -0.16135 0.60139
```